Formula: C4H14NO2
Source: the Open Molecules 2025 dataset
Level of theory: wB97M-V/def2-TZVPD

CARTESIAN COORDINATES (ANGSTROEM)
O 1.09 -0.72 -1.63
O -0.55 -3.17 0.29
N -0.78 -0.55 0.29
C -0.14 0.84 0.68
C 1.68 0.49 -1.10
C 0.51 1.32 -0.60
C -1.28 1.68 1.25
H -0.27 -1.35 0.68
H 1.82 -1.30 -1.87
H -0.25 1.46 -1.36
H 0.34 -3.53 0.37
H -1.20 1.78 2.33
H 2.18 1.03 -1.90
H 0.56 0.56 1.46
H 2.31 0.22 -0.25
H -1.77 -0.50 0.50
H -2.28 1.40 0.96
H -1.08 2.72 0.99
H 0.86 2.33 -0.39
H -1.06 -3.94 0.01
H -0.69 -0.77 -0.70

Summary:
Gap between HOMO and LUMO (eV): 11.84
E_LUMO (Eh): -0.1072
Total charge: +1